{
  "formula": "C39H96N8O3",
  "method": "ωB97M-V with the def2-TZVPD basis set",
  "homo_ev": -8.1,
  "e_above_lowest_ev": 0.176,
  "max_force_ev_per_a": 1.67,
  "gap_ev": 8.789,
  "smiles": "CCN(CC)CC.CCN(CC)CC.CCN(CC)CC.CCN(CC)CC.CCN(CC)CC.CNC(C)=O.CNC(C)=O.CNC(C)=O",
  "energy_ev": -60062.778,
  "spin_multiplicity": 1,
  "symbols": ["H", "H", "C", "H", "C", "C", "C", "H", "H", "H", "H", "H", "H", "C", "H", "O", "H", "H", "H", "H", "H", "H", "H", "N", "H", "H", "H", "H", "H", "C", "H", "H", "N", "H", "C", "C", "H", "C", "H", "H", "C", "C", "H", "H", "C", "H", "H", "H", "C", "O", "H", "H", "N", "H", "H", "H", "H", "H", "H", "C", "H", "H", "C", "H", "C", "H", "O", "C", "C", "C", "C", "N", "H", "C", "C", "H", "H", "H", "H", "H", "C", "H", "C", "H", "C", "N", "H", "C", "H", "C", "H", "H", "H", "H", "C", "C", "H", "H", "H", "H", "C", "C", "C", "C", "C", "H", "H", "H", "H", "H", "H", "C", "H", "H", "H", "H", "H", "H", "H", "N", "N", "C", "H", "C", "H", "H", "H", "H", "H", "H", "H", "N", "C", "H", "H", "H", "C", "H", "H", "H", "H", "H", "H", "H", "H", "H"],
  "coordinates": [[-5.19644, -17.71106, -11.18730], [-7.00015, -15.93606, -7.99139], [-8.84129, -18.94002, -9.83043], [-11.49444, -16.34211, -6.13303], [-6.99582, -11.11891, -7.74336], [-13.45181, -18.95186, -5.95272], [-14.01907, -16.73848, -4.19841], [-10.48657, -17.71254, -11.82018], [-14.99130, -18.06251, -2.18315], [-8.05195, -14.22527, -4.29689], [-13.55346, -19.87930, -6.51317], [-6.54902, -12.54420, -4.09327], [-10.62814, -18.81134, -3.24485], [-6.84716, -19.07675, -4.08478], [-8.57190, -18.94152, -8.76875], [-9.03404, -14.79782, -7.21104], [-13.99209, -14.62647, -4.00345], [-11.90142, -18.46868, -11.04893], [-2.84167, -19.38193, -8.63122], [-11.95773, -12.61970, -7.84387], [-4.98996, -21.47333, -7.99877], [-15.00260, -19.25581, -4.48192], [-6.96338, -19.13938, -3.00015], [-14.48339, -11.80377, -7.62782], [-4.68611, -11.49859, -2.92703], [-6.49411, -9.77297, -6.16909], [-5.68825, -12.82695, -5.56900], [-11.25545, -19.91368, -5.05762], [-7.24227, -22.48399, -8.51573], [-7.72236, -16.71983, -7.76306], [-5.55806, -17.11367, -9.59706], [-8.69615, -19.96635, -10.16967], [-7.89917, -11.96028, -7.21198], [-6.22331, -9.12538, -7.79494], [-11.94015, -17.14569, -8.68876], [-4.62899, -18.92059, -7.40008], [-8.11096, -16.97262, -10.41732], [-6.89493, -9.71775, -7.18439], [-4.94766, -10.70974, -4.44276], [-12.08419, -17.90328, -7.91494], [-10.25813, -20.27729, -5.30494], [-13.40590, -19.49593, -1.67320], [-10.91038, -20.81329, -7.31144], [-9.15783, -20.65795, -7.14008], [-10.51091, -17.27037, -9.20142], [-8.07131, -17.19307, -8.67917], [-10.14727, -19.20949, -7.18808], [-4.66712, -17.82555, -7.38908], [-10.68186, -16.24420, -5.40435], [-6.26314, -11.48492, -8.66127], [-8.09389, -15.74501, -3.53928], [-4.38092, -19.89250, -10.11290], [-10.25155, -18.52948, -9.87022], [-7.77372, -20.88336, -9.05981], [-10.83062, -16.89280, -4.54561], [-7.39533, -14.44168, -2.63280], [-3.53876, -16.37826, -3.37471], [-9.39977, -10.78080, -6.41999], [-13.42274, -17.36031, -1.72743], [-3.81052, -14.52124, -4.51165], [-3.65273, -11.79807, -4.40450], [-7.89403, -12.87814, -7.64153], [-7.45455, -14.86172, -3.63708], [-9.85601, -20.12227, -1.31296], [-12.51728, -13.06184, -7.01779], [-7.87765, -9.24666, -7.13351], [-14.74052, -13.93956, -6.91650], [-10.59790, -19.88787, -11.95716], [-9.59011, -19.16017, -3.24747], [-3.07020, -15.40526, -3.50754], [-8.87822, -11.71023, -6.17735], [-5.56700, -19.48721, -8.35890], [-10.14249, -21.32000, -4.97724], [-5.25584, -19.32885, -9.76194], [-5.91063, -20.86377, -7.99003], [-11.19784, -19.88607, -12.86535], [-13.61942, -19.53291, -0.60590], [-9.67501, -12.45361, -6.20429], [-12.10928, -16.20357, -8.16495], [-16.51956, -12.29161, -7.39122], [-9.47365, -20.36292, -2.30628], [-10.26704, -16.41224, -9.84516], [-13.90234, -18.17891, -2.26579], [-5.84262, -19.45622, -4.26717], [-5.55653, -12.79717, -4.47551], [-9.47461, -16.68358, -6.06594], [-3.09768, -20.40349, -7.26199], [-13.59007, -15.46465, -3.43598], [-12.37609, -19.70381, -1.95015], [-3.16219, -19.36268, -7.59184], [-14.01320, -20.31973, -2.06361], [-2.96827, -14.87113, -2.56488], [-16.16046, -11.29862, -8.81289], [-7.93482, -18.17414, -11.69189], [-13.90874, -19.09865, -4.49369], [-4.65830, -11.67116, -4.00015], [-7.70082, -19.80130, -5.91137], [-3.97678, -15.06622, -5.45429], [-6.85886, -18.15373, -10.29727], [-8.53541, -11.71522, -5.14115], [-6.09549, -15.13401, -4.24346], [-15.88534, -11.49980, -7.77587], [-8.81293, -15.98681, -6.99641], [-10.11807, -20.24168, -6.83091], [-6.90293, -21.53416, -8.92880], [-5.72611, -16.07202, -3.81665], [-3.92832, -17.58651, -9.98279], [-13.62504, -16.55536, -5.19482], [-8.99581, -18.32459, -2.87390], [-10.00121, -21.22298, -2.71733], [-10.69383, -15.18886, -5.12642], [-10.82929, -18.57226, -11.23118], [-16.13387, -10.59983, -7.20477], [-9.85331, -17.24561, -8.32803], [-14.01492, -18.18751, -6.48862], [-13.48149, -20.04637, -4.15829], [-6.51680, -21.72933, -9.92807], [-10.84424, -20.74663, -11.33510], [-12.31808, -12.59082, -6.05426], [-13.47943, -17.98967, -3.66100], [-5.10184, -14.09387, -3.97551], [-14.02042, -12.99078, -7.17740], [-15.11704, -16.77308, -4.17127], [-7.90065, -18.02559, -10.61264], [-13.82151, -11.13330, -7.97221], [-12.17848, -14.09575, -7.02964], [-12.51623, -15.33598, -3.30189], [-6.26118, -20.90654, -6.95842], [-9.54202, -19.96403, -12.22428], [-6.94156, -18.01859, -4.33736], [-8.43476, -20.65871, -2.13986], [-9.26396, -19.43301, -4.64979], [-7.88804, -19.89853, -4.84071], [-7.74581, -20.95828, -4.57996], [-2.05902, -15.56901, -3.89341], [-7.21862, -17.49167, -7.17709], [-4.97495, -17.86739, -10.12899], [-12.41598, -18.60442, -5.94465], [-2.48653, -18.76907, -6.97873], [-3.13492, -13.71268, -4.78475], [-14.02877, -15.51954, -2.43738], [-12.69836, -17.33268, -9.44702], [-9.07158, -17.54348, -5.71376], [-6.16915, -15.35184, -5.32189], [-6.14288, -19.57182, -10.34373], [-4.93819, -19.19962, -6.39152]],
  "forces_ev_per_angstrom": [[0.190, -0.051, -0.009], [0.159, -0.150, -0.235], [-0.374, 0.688, 0.029], [-0.202, -0.175, 0.422], [0.724, 0.274, -0.735], [-0.179, 0.647, 0.307], [0.962, 0.801, 0.595], [0.011, 0.002, -0.210], [-0.126, -0.139, 0.161], [0.101, 0.304, 0.238], [0.129, -0.103, 0.091], [-0.029, -0.515, 0.135], [0.005, 0.020, 0.035], [-0.343, 0.019, 0.328], [0.115, -0.140, -0.242], [-0.416, 0.063, -0.299], [-0.009, 0.155, 0.216], [-0.029, 0.198, -0.393], [0.030, 0.412, -0.037], [-0.129, 0.539, 0.207], [-0.009, -0.127, 0.058], [-0.057, 0.187, 0.149], [-0.154, -0.077, -0.055], [-0.256, 0.059, -0.058], [0.231, -0.454, 0.090], [-0.070, 0.074, 0.025], [0.304, 0.216, -0.095], [0.158, -0.117, 0.324], [0.047, -0.010, 0.064], [0.490, 0.555, 0.729], [0.000, -0.284, 0.209], [-0.541, 0.208, -0.175], [-0.273, -0.809, 0.328], [-0.002, -0.067, -0.101], [0.093, -0.613, 0.496], [0.800, 0.468, -0.288], [-0.201, 0.007, -0.329], [-0.214, -0.218, 0.294], [-0.334, -0.165, -0.048], [-0.026, -0.128, -0.191], [0.437, -0.149, -0.620], [-1.290, -0.298, -0.431], [-0.029, 0.044, -0.023], [-0.089, -0.113, -0.083], [-0.083, 0.030, 0.146], [0.226, 0.656, 0.729], [-0.174, -0.094, -0.023], [-0.168, -0.021, -0.363], [-0.167, 0.186, -0.642], [-0.240, 0.118, 0.395], [0.410, -0.311, -0.117], [-0.143, -0.431, 0.035], [0.052, -1.077, -0.896], [0.272, -0.477, 0.267], [-0.299, 0.103, 0.023], [0.176, 0.216, -0.097], [-0.075, 0.040, 0.195], [0.139, 0.201, 0.428], [-0.239, -0.034, 0.234], [-0.063, -0.541, 0.074], [0.181, -0.064, 0.567], [-0.136, -0.052, 0.182], [-0.883, 0.103, -0.284], [-0.235, -0.022, -0.093], [-0.058, -0.302, -0.195], [0.051, 0.072, 0.034], [-0.112, 0.151, 0.257], [0.445, 0.505, 0.064], [-0.554, -0.239, 0.055], [0.425, 0.253, -0.590], [-0.805, 0.334, -0.399], [-0.821, -0.303, 0.671], [-0.249, -0.078, 0.100], [0.374, 1.058, 0.002], [0.919, -0.495, -0.626], [0.043, -0.193, -0.058], [0.526, 0.193, 0.134], [0.313, -0.309, -0.307], [-0.048, 0.217, -0.460], [0.295, -0.271, -0.036], [0.354, 0.133, 0.060], [0.096, 0.120, 0.041], [0.991, 0.276, -0.276], [0.020, 0.170, -0.339], [-0.108, 0.244, 0.191], [0.339, -0.252, 0.483], [0.272, 0.039, 0.071], [-0.578, -0.784, 0.349], [0.172, 0.145, 0.342], [-0.551, -0.750, 0.374], [0.159, -0.010, -0.105], [-0.158, -0.144, 0.122], [0.086, -0.166, -0.048], [-0.174, -0.112, -0.086], [0.013, -0.594, -1.002], [0.250, 0.754, -1.085], [0.233, -0.116, 0.005], [0.083, -0.094, -0.042], [-1.635, 0.192, -0.308], [0.459, 0.241, -0.107], [0.311, -0.659, 0.469], [-0.437, 0.647, 0.075], [0.769, 0.400, 0.124], [0.275, 0.149, 0.384], [-0.530, 0.353, 0.137], [0.180, 0.110, 0.081], [0.018, -0.155, 0.063], [-0.442, -0.482, -0.265], [0.093, -0.028, -0.088], [-0.114, -0.025, 0.169], [0.458, -0.054, 0.195], [-0.394, -0.165, 1.268], [0.046, -0.021, -0.021], [-0.620, -0.020, -0.546], [-0.108, -0.067, 0.003], [0.083, 0.198, 0.372], [0.243, -0.023, 0.064], [-0.169, 0.025, 0.030], [0.492, 0.001, -0.109], [-0.098, -0.171, -0.030], [-0.489, 0.235, -0.041], [0.296, -0.682, -0.519], [-0.081, 0.044, -0.412], [0.388, 0.258, 0.012], [0.093, 0.046, 0.103], [-0.232, -0.063, 0.398], [0.080, -0.217, -0.249], [-0.170, 0.247, -0.051], [-0.069, -0.175, -0.214], [0.269, 0.005, -0.149], [0.019, -0.024, -0.181], [0.362, 0.523, 0.496], [0.029, 0.153, -0.145], [-0.213, -0.119, 0.003], [-0.033, -0.182, 0.078], [-0.091, -0.048, 0.108], [1.060, 0.579, -0.115], [-0.029, -0.215, -0.164], [0.051, 0.047, -0.105], [-0.359, 0.355, 0.215], [-0.035, 0.540, -0.038], [-0.020, 0.320, -0.057], [-0.234, -0.316, -0.174], [-0.186, 0.243, -0.156], [0.475, -0.880, 0.143], [-0.160, -0.142, -0.074]]
}